A structure of composition C16H32B2F8O14Tl, computed with ωB97M-V with the def2-TZVPD basis set.

Computed properties:
E_HOMO (eV): -6.4343
Largest force on an atom (eV/Å): 5.7
Kohn-Sham gap (eV): 3.2
Total charge: -1
Total energy (eV): -73564.753

Atoms and positions in Å:
Tl 0.99504 -0.18306 -4.33528
C 3.06701 -3.78592 0.14912
C 2.78726 -2.51938 -0.51347
C 3.34652 -2.33085 -2.07059
O 3.06781 -1.27779 -2.63634
C 4.06895 -3.47411 -2.70159
C 4.19474 -4.65082 -1.97773
C 3.72582 -4.80679 -0.51049
O 3.82218 -5.96418 0.13046
O 4.61252 -5.64739 -2.66081
O 2.05665 -1.66966 -0.05704
H 2.73906 -4.01690 1.15187
H 4.34864 -3.40539 -3.74249
B -0.15010 2.93900 -4.95402
F -1.01655 2.02175 -4.49983
F 0.95674 2.91793 -4.16049
F 0.31956 2.23141 -6.01708
F -0.78438 4.22570 -5.11647
B -0.26291 0.32294 -1.25202
F -0.31827 0.35823 0.17377
F 0.44710 -0.81565 -1.57342
F -1.54489 0.22481 -1.84868
F 0.52383 1.31148 -1.70062
C -2.77847 4.56767 -2.00725
C -2.80593 3.19501 -1.38948
O -3.64246 2.29189 -2.09384
O -3.71155 5.41474 -1.34156
H -3.19832 4.64943 -3.00981
H -1.79493 5.03266 -2.07458
H -3.07518 3.30548 -0.33905
H -1.87538 2.67753 -1.62268
H -3.06752 1.59733 -2.42344
H -3.33053 6.26906 -1.55740
C -2.86571 1.13972 1.67652
C -2.12269 2.14376 2.63377
O -1.43960 1.48311 3.76344
O -2.17483 -0.08788 1.72562
H -3.04362 1.43995 0.64389
H -3.86809 0.91649 2.04192
H -2.69642 3.03037 2.90371
H -1.31746 2.62903 2.08220
H -1.63627 1.95794 4.57429
H -1.90337 0.04893 2.63623
C 1.61270 -0.66099 3.58081
C 2.09792 -2.05405 3.37601
O 1.09384 -3.02754 3.46681
O 0.61322 -0.37494 2.59863
H 2.50684 -0.05051 3.45462
H 1.06515 -0.69242 4.52278
H 2.76054 -2.26990 4.21413
H 2.64644 -2.21048 2.44717
H 1.34195 -3.80274 3.97582
H 0.37295 0.54733 2.48342
C 3.49991 2.18736 0.45042
C 3.13893 2.99779 1.84793
O 2.48231 2.32418 2.84406
O 3.42620 0.79643 0.70416
H 4.49591 2.48434 0.12195
H 2.83503 2.47829 -0.36285
H 2.55696 3.90082 1.66367
H 4.03391 3.24892 2.41719
H 2.53717 1.40434 2.57486
H 3.32231 0.29488 -0.10779
C -3.91395 -2.37988 -0.48730
C -4.02481 -3.92625 0.03014
O -2.82255 -4.47810 0.67197
O -2.57636 -2.24465 -1.04046
H -4.06734 -1.66750 0.32332
H -4.71344 -2.06290 -1.15697
H -4.27846 -4.65185 -0.74270
H -4.80505 -3.92752 0.79128
H -3.19991 -5.22933 1.13549
H -2.69230 -2.66068 -1.89783